# 1
The following is a quantum chemistry calculation of a 7-piece molecular cluster, C30H39ClF6N2O21SSi overall in a non-equilibrium geometry, from the OMol25 dataset.

Calculated values
* SMILES string: CC[C@H](Cl)[Si@](CCCCNC(C)=O)(CC(=O)O)N=C=S.O=C1OC[C@@H](F)O1.O=C1OC[C@@H](F)O1.O=C1OC[C@@H](F)O1.O=C1OC[C@@H](F)O1.O=C1OC[C@@H](F)O1.O=C1OC[C@@H](F)O1
* lowest unoccupied orbital energy: -0.001 Ha
* gap between HOMO and LUMO: 9.79 eV
* total charge: 0

Last column: Löwdin charge in e.
CARTESIAN COORDINATES (ANGSTROEM)
C 2.00681 -3.48329 2.19444  -0.09
C 0.93521 -2.39321 2.05561  -0.30
C 0.92119 -1.69629 0.70109  -0.68
Cl 2.51679 -0.85773 0.46403  0.60
Si -0.45776 -0.42250 0.51898  0.58
C -0.34339 0.83770 1.89701  -0.22
C -1.33521 0.61750 3.05662  -0.24
C -1.39037 1.78797 4.05500  -0.17
C -0.63186 1.55140 5.36568  -0.21
N 0.75747 2.04232 5.31528  0.02
C 1.63233 1.14494 4.61214  -0.51
C 2.76779 1.83506 3.90141  0.00
O 1.46787 -0.04916 4.57366  0.08
C -2.17515 -1.18239 0.37870  -0.12
C -2.50292 -2.25019 1.36760  -0.57
O -2.99424 -2.09748 2.44845  0.12
O -2.19570 -3.50743 0.90128  0.06
N -0.20981 0.36626 -1.08202  0.03
C 0.42838 1.38394 -1.09801  -0.87
S 1.42434 2.60360 -1.20562  0.74
H 2.94399 -3.24281 1.69861  0.05
H 1.65265 -4.44538 1.82337  0.07
H 2.19293 -3.61461 3.25906  0.07
H -0.02438 -2.87827 2.25099  0.10
H 1.08048 -1.65331 2.84438  0.08
H 0.84485 -2.39531 -0.13570  0.07
H 0.67988 0.84660 2.28013  0.05
H -0.51754 1.84235 1.49588  0.08
H -1.13729 -0.32464 3.56818  0.10
H -2.33147 0.51637 2.62285  0.09
H -2.43715 1.90036 4.34804  0.11
H -1.10173 2.74079 3.60896  0.12
H -0.70364 0.51033 5.68931  0.11
H -1.13537 2.14598 6.13079  0.11
H 1.14904 2.10371 6.25218  0.13
H 3.39521 1.12172 3.37598  0.08
H 2.31418 2.53968 3.20184  0.09
H 3.34419 2.42126 4.61851  0.09
H -2.24752 -1.61264 -0.62368  0.10
H -2.89260 -0.36110 0.45479  0.07
H -1.83049 -4.01218 1.64131  0.11
O -4.07698 1.59912 -0.15345  0.16
C -4.37026 1.13301 -1.20670  -0.56
O -4.10842 1.71845 -2.39595  0.06
C -4.48084 0.79588 -3.43040  -0.05
C -5.48667 -0.07522 -2.72024  -0.29
F -5.46303 -1.35081 -3.17442  0.08
O -5.01120 -0.05148 -1.37756  0.13
H -3.60336 0.22700 -3.74413  0.15
H -4.89901 1.31318 -4.28445  0.11
H -6.51001 0.29877 -2.75060  0.17
O 3.74149 -5.03197 4.63391  0.18
C 4.75881 -4.89645 4.04572  -0.54
O 5.94465 -4.57911 4.62328  0.07
C 6.95589 -4.63976 3.61674  -0.05
C 6.14926 -4.44933 2.35479  -0.32
F 6.68482 -5.12316 1.30819  0.08
O 4.90237 -5.03039 2.69260  0.12
H 7.43858 -5.61786 3.63880  0.15
H 7.70288 -3.86544 3.77003  0.14
H 5.99575 -3.40702 2.06768  0.17
O -3.26776 7.02858 -2.66230  0.20
C -2.73002 6.05263 -3.05879  -0.54
O -1.73002 5.39998 -2.42078  0.09
C -1.45509 4.19432 -3.14259  -0.05
C -1.97449 4.53051 -4.52024  -0.28
F -2.47270 3.43978 -5.15572  0.08
O -3.03602 5.42264 -4.23479  0.06
H -2.00874 3.36716 -2.69286  0.14
H -0.39427 3.96224 -3.12677  0.10
H -1.25185 5.02318 -5.17252  0.18
O 2.51814 -7.18037 0.60290  0.20
C 1.68211 -6.84240 -0.15938  -0.54
O 0.60231 -6.07759 0.16165  0.05
C -0.08851 -5.76706 -1.05314  -0.06
C 0.35702 -6.88471 -1.96594  -0.32
F 0.43587 -6.48323 -3.25800  0.08
O 1.65617 -7.16762 -1.48595  0.14
H 0.23771 -4.79161 -1.41786  0.14
H -1.16365 -5.74596 -0.89431  0.14
H -0.25464 -7.78685 -1.90995  0.17
O -6.78446 2.22151 -4.84295  0.15
C -6.48702 3.37136 -4.76651  -0.55
O -6.15434 3.99987 -3.61976  0.08
C -5.71379 5.32487 -3.95351  -0.04
C -6.38357 5.54243 -5.29099  -0.30
F -5.64498 6.32160 -6.11033  0.09
O -6.43479 4.22472 -5.81946  0.14
H -4.62681 5.33770 -4.04190  0.08
H -6.02164 6.03934 -3.19551  0.15
H -7.39623 5.94480 -5.23252  0.17
O 8.02814 1.71688 0.35025  0.18
C 7.13131 1.81382 -0.41560  -0.55
O 5.91152 2.32676 -0.11907  0.07
C 5.15429 2.39787 -1.33179  -0.07
C 5.83990 1.36007 -2.18805  -0.31
F 5.81413 1.68741 -3.50300  0.08
O 7.17520 1.41250 -1.71948  0.13
H 5.24405 3.39725 -1.76095  0.15
H 4.10830 2.17209 -1.14729  0.06
H 5.45451 0.34622 -2.06521  0.17



# 2
The following is a quantum chemistry calculation of C30H39HoN3S as an isolated structure in a non-equilibrium geometry, from the OMol25 dataset.

Calculated values
* <S²>: 6.036
* lowest unoccupied orbital energy (spin up / spin down): 0.088 / 0.088 Ha
* gap between HOMO and LUMO (spin up / spin down): 2.69 / 3.95 eV
* total charge: -1
* 2S+1: 5

Last column: Löwdin charge in e.
CARTESIAN COORDINATES (ANGSTROEM)
Ho -0.00660 -0.37868 1.23164  0.97
N -0.59584 -2.04350 2.70440  -0.11
N 0.27088 -2.36423 -0.54906  -0.13
C 1.57837 1.66496 0.64781  -0.31
C 2.43975 0.56866 0.95916  -0.30
C 2.20187 0.18788 2.31883  -0.33
C 2.96447 -0.84330 3.07315  -0.06
H 3.58382 -1.43954 2.39275  0.07
H 2.29935 -1.53395 3.60932  0.08
H 3.63132 -0.37266 3.81345  0.08
C 1.22057 1.08494 2.86345  -0.34
C 0.81551 1.15328 4.29330  -0.06
H 1.55275 1.72577 4.88567  0.08
H 0.74032 0.15159 4.74057  0.07
H -0.15906 1.64462 4.41643  0.06
C 0.82226 1.98415 1.81836  -0.34
C -0.07565 3.15909 1.95677  -0.07
H -0.91557 2.95581 2.63467  0.05
H -0.50476 3.44189 0.98632  0.07
H 0.47189 4.03724 2.34377  0.08
C 3.51027 -0.00117 0.09817  -0.06
H 4.45919 -0.06728 0.65191  0.08
H 3.67139 0.60682 -0.79885  0.06
H 3.25912 -1.01649 -0.24283  0.07
C 1.56412 2.44487 -0.61613  -0.05
H 0.53954 2.56440 -1.00094  0.07
H 2.12663 1.93280 -1.40530  0.06
H 1.99495 3.45346 -0.48202  0.08
C -1.45904 -2.25753 3.72850  -0.22
H -1.55331 -1.45412 4.46064  0.07
C -2.17919 -3.44268 3.82026  -0.16
H -2.87001 -3.58542 4.65730  0.07
C -2.00089 -4.42681 2.84361  -0.20
H -2.59843 -5.33976 2.87368  0.06
C -1.04312 -4.25524 1.86171  -0.09
H -0.83670 -5.00330 1.09673  0.08
C -0.33373 -3.03691 1.78403  -0.37
C 0.66727 -2.73597 0.75058  -0.28
H 1.72757 -3.00144 0.86984  0.08
C 0.21474 -1.02286 -0.91906  -0.14
C -0.03104 -3.16945 -1.66769  -0.03
H -0.08470 -4.24123 -1.59737  0.11
C -0.22312 -2.33922 -2.70289  -0.07
H -0.48675 -2.52919 -3.72853  0.11
N -0.01279 -1.03789 -2.24314  -0.06
C 0.05257 0.14109 -3.05116  -0.13
C 1.27403 0.46171 -3.66093  -0.20
C 1.31937 1.58610 -4.48968  -0.01
H 2.24479 1.82241 -5.01720  0.12
C 0.20057 2.40192 -4.64519  -0.28
C 0.24764 3.60052 -5.54095  -0.06
H 0.21076 4.53112 -4.95979  0.08
H -0.61497 3.60256 -6.21959  0.08
H 1.17007 3.59580 -6.12941  0.07
C -0.98566 2.08920 -3.98470  -0.01
H -1.86270 2.72263 -4.11453  0.12
C -1.07852 0.95873 -3.16797  -0.19
C -2.36040 0.62201 -2.48190  -0.04
H -2.76115 -0.35866 -2.77208  0.09
H -3.11427 1.37942 -2.73140  0.08
H -2.24675 0.63102 -1.38823  0.01
C 2.48977 -0.39671 -3.50463  -0.03
H 2.52353 -1.18936 -4.26695  0.09
H 2.55466 -0.86902 -2.51864  0.07
H 3.38924 0.21992 -3.64485  0.08
C -4.16289 -0.61739 0.59123  -0.36
S -2.69104 0.37624 1.02607  0.75
C -3.13005 0.76339 2.73547  -0.37
H -3.99572 -1.12569 -0.36884  0.04
H -5.03213 0.05032 0.49698  0.04
H -4.34253 -1.36492 1.37500  0.04
H -3.19812 1.85616 2.81437  0.03
H -4.09843 0.30094 2.96821  0.04
H -2.35928 0.38607 3.41831  0.01